21
Properties=species:S:1:pos:R:3 method="wB97M-V/def2-TZVPD" energy_ev=-10407.2647 relative_energy_ev=10.931 largest_force_ev_per_a=6.510 charge=+1 spin_multiplicity=1
C -1.7440 -1.9008 0.2965
O 0.8257 1.3839 2.4219
C -0.4360 -1.1477 0.2402
C -0.3640 -0.3547 -1.1655
C -0.9874 0.9703 -1.0982
N 2.2966 0.0844 0.3985
C 3.0242 0.7538 -0.4829
N -1.4898 1.5653 0.0244
H -1.6834 -2.7267 -0.4728
H -1.8535 -2.3642 1.3344
H -2.5842 -1.2593 0.2311
H 0.4825 -1.8035 0.2578
H -0.3605 -0.5255 1.0259
H -1.0471 1.2984 -2.0927
H -0.2349 -0.9195 -2.0520
H 1.4063 0.8784 1.8507
H 0.3072 0.5856 -0.7896
H 2.6187 1.0469 -1.4237
H 0.1556 1.6817 1.7789
H 4.0802 0.8579 -0.2947
H -2.4123 1.8953 0.0117

56
Properties=species:S:1:pos:R:3 method="wB97M-V/def2-TZVPD" energy_ev=-45954.5503 relative_energy_ev=0.114 largest_force_ev_per_a=0.674 charge=+3 spin_multiplicity=5
Ru -1.0340 -0.2684 0.2916
C -0.1294 -2.2417 3.0010
C 0.9121 -1.7228 2.0813
C 2.2549 -1.9331 2.1100
C 2.8072 -1.2750 0.9679
C 4.2141 -1.2541 0.5393
N 1.8038 -0.6911 0.3186
N 0.6354 -0.9141 0.9854
B 1.6924 -0.0168 -1.0914
N 0.7151 -0.8874 -1.9039
N -0.5577 -1.0614 -1.4285
C -1.2465 -1.8211 -2.3379
C -2.6532 -2.2570 -2.1500
C -0.3983 -2.1048 -3.3816
C 0.8319 -1.4971 -3.0913
C 2.0719 -1.4817 -3.9003
N 1.0298 1.3475 -0.8469
N -0.2105 1.3754 -0.2726
C -0.7000 2.6517 -0.3522
C -2.0127 3.0787 0.1967
C 0.2500 3.4212 -0.9810
C 1.3273 2.5785 -1.2893
C 2.5883 2.9170 -1.9865
H -0.3236 -1.5286 3.8040
H 0.2254 -3.1678 3.4511
H -1.0649 -2.4643 2.4780
H 2.8090 -2.5063 2.8301
H 4.8651 -1.1804 1.4098
H 4.4276 -0.4504 -0.1580
H 4.4484 -2.2082 0.0568
H 2.7432 0.0759 -1.6154
H -2.8763 -2.5175 -1.1118
H -2.8316 -3.1448 -2.7542
H -3.3511 -1.4883 -2.4857
H -0.6281 -2.6920 -4.2521
H 1.9665 -2.1522 -4.7494
H 2.9344 -1.7931 -3.3124
H 2.2671 -0.4784 -4.2814
H -2.4996 2.3060 0.7874
H -2.6817 3.3790 -0.6115
H -1.8759 3.9493 0.8382
H 0.1877 4.4757 -1.1822
H 2.8061 3.9754 -1.8533
H 2.4807 2.7355 -3.0580
H 3.4284 2.3321 -1.6200
N -3.0217 -0.4121 3.9080
C -2.3923 0.4985 3.1977
O -1.7948 0.1772 2.1300
C -2.3834 1.9087 3.6753
I -4.2535 2.8165 3.1698
H -3.1170 -1.3648 3.5887
H -3.5216 -0.1513 4.7477
H -1.5857 2.4669 3.1944
H -2.2840 1.9634 4.7571
O -3.1498 0.1517 -0.4880
O -4.1447 0.5465 0.0307

20
Properties=species:S:1:pos:R:3 method="wB97M-V/def2-TZVPD" energy_ev=-18972.3735 relative_energy_ev=2.094 largest_force_ev_per_a=4.636 charge=0 spin_multiplicity=1 smiles="C=CC(F)(F)F.NC1=NCC=N1"
C 2.5423 -1.1663 -0.1100
C 1.6736 -0.5659 0.6458
C 2.2000 0.3342 1.6985
F 3.3116 0.9777 1.2668
F 1.4661 1.3529 2.1977
F 2.5702 -0.2896 2.8192
H 2.2540 -1.7919 -0.8236
H 3.5740 -0.9288 0.0863
H 0.6029 -0.5357 0.5263
N -0.6771 1.3620 -2.1511
C -1.3588 0.6760 -1.1830
N -0.9009 -0.1531 -0.2347
C -2.1119 -0.6838 0.3727
C -3.1453 -0.0603 -0.4020
N -2.7422 0.8101 -1.2294
H -1.2018 1.9981 -2.7593
H 0.3099 0.8518 -2.3306
H -2.0384 -0.3193 1.5064
H -2.0594 -1.8020 0.3471
H -4.2686 -0.0661 -0.2432

91
Properties=species:S:1:pos:R:3 method="wB97M-V/def2-TZVPD" energy_ev=-92563.7073 relative_energy_ev=0.480 largest_force_ev_per_a=4.110 charge=0 spin_multiplicity=1
Sn 0.0173 -0.5685 -2.1306
P 2.5907 -0.5030 -2.4730
P -2.7073 -0.1277 -2.1178
N -0.2685 0.0646 -4.1033
H 0.8167 -2.4038 -0.9336
C 3.1022 -1.9950 -3.3795
H 4.1936 -2.1086 -3.3106
H 2.8118 -1.8977 -4.4343
H 2.6177 -2.8881 -2.9618
C 3.6167 -0.4371 -0.9735
H 4.6579 -0.6756 -1.2394
H 3.2593 -1.1747 -0.2404
H 3.5751 0.5631 -0.5183
C 3.1031 0.9030 -3.5107
H 4.1953 1.0251 -3.4710
H 2.6230 1.8245 -3.1562
H 2.7893 0.7322 -4.5488
C -3.3937 -1.5117 -3.0994
H -4.4797 -1.5732 -2.9384
H -2.9177 -2.4538 -2.8033
H -3.1746 -1.3263 -4.1586
C -3.7261 -0.1793 -0.6017
H -4.7873 -0.2140 -0.8962
H -3.5378 0.7118 0.0147
H -3.4855 -1.0795 -0.0161
C -3.3316 1.3359 -3.0130
H -4.4071 1.4599 -2.8224
H -3.1503 1.2044 -4.0869
H -2.7884 2.2256 -2.6720
C -0.2026 1.0873 -4.9256
C -0.0664 1.7854 -7.2953
C -0.1618 0.7911 -6.3422
C -0.1730 2.4989 -4.5722
C -0.0894 3.4777 -5.5452
C -0.0300 3.1383 -6.9060
H -0.0208 1.5148 -8.3534
H -0.2011 -0.2707 -6.6074
H -0.2232 2.7512 -3.5070
H -0.0694 4.5336 -5.2476
H 0.0418 3.9219 -7.6650
C -0.0775 -3.1382 -1.1587
O -0.6390 -2.5300 -2.3000
C 0.3699 -4.5359 -1.5528
H 0.7003 -5.0963 -0.6767
H 1.1971 -4.5148 -2.2639
H -0.4695 -5.0697 -2.0141
C -0.9992 -3.1472 0.0498
H -1.9719 -3.5771 -0.2155
H -1.1735 -2.1446 0.4561
H -0.5543 -3.7519 0.8499
C 3.2925 0.9576 2.5702
Si 1.6953 1.9665 2.5166
C 1.3790 2.7806 4.2056
C 2.0680 3.4318 1.3716
Si -0.0170 0.2949 2.6529
Te -0.1357 1.1101 0.3193
Si 0.6787 -1.5152 4.0181
C 1.3157 -0.8080 5.6522
C -0.7736 -2.6542 4.3956
C 2.0481 -2.5113 3.1954
Si -2.0272 1.0795 3.5846
C -1.8576 1.2734 5.4514
C -2.5071 2.7411 2.8357
C -3.3644 -0.1916 3.2017
H 4.1274 1.6728 2.5283
H 3.3961 0.2674 1.7230
H 3.3942 0.3805 3.4985
H 2.1367 3.5721 4.3066
H 0.3887 3.2520 4.2715
H 1.4930 2.0872 5.0487
H 2.3579 3.1295 0.3573
H 1.2238 4.1301 1.2994
H 2.9163 3.9829 1.8102
H 0.5522 -0.2397 6.1992
H 1.6147 -1.6603 6.2815
H 2.1967 -0.1659 5.5225
H -1.0784 -3.2238 3.5066
H -0.4559 -3.3743 5.1652
H -1.6530 -2.1236 4.7812
H 1.6926 -2.9879 2.2708
H 2.9283 -1.9034 2.9504
H 2.3667 -3.3053 3.8885
H -1.0666 1.9786 5.7368
H -2.8131 1.6730 5.8231
H -1.6718 0.3192 5.9610
H -2.6514 2.6813 1.7490
H -3.4588 3.0503 3.2960
H -1.7615 3.5220 3.0387
H -3.6972 -0.1316 2.1570
H -3.0448 -1.2224 3.3989
H -4.2281 0.0276 3.8478

117
Properties=species:S:1:pos:R:3 method="wB97M-V/def2-TZVPD" energy_ev=-157632.2512 relative_energy_ev=0.000 largest_force_ev_per_a=2.627 charge=+1 spin_multiplicity=1
Hf 0.2435 0.0197 0.1182
O 3.6347 -5.2661 3.5147
C 3.9699 -4.2031 3.0583
O 5.0043 -3.6838 2.6382
C 2.8382 -3.1235 2.7317
C 3.1579 -1.7766 2.8453
C 2.3192 -0.8408 2.2550
N 1.3044 -1.2240 1.4354
C 1.0344 -2.5298 1.2616
C 1.7497 -3.5035 1.9577
C -0.0541 -2.8171 0.3242
C -0.7467 -3.9923 0.4199
C -1.8973 -4.1897 -0.4013
C -2.1287 -3.3411 -1.4047
C -1.1638 -2.2415 -1.7352
N -0.3391 -1.8198 -0.5846
C 2.5292 0.5897 2.3551
C 3.3083 1.1468 3.3792
C 3.5881 2.4923 3.3632
C 3.1091 3.2529 2.2963
C 2.3227 2.6398 1.3466
N 1.9881 1.3429 1.3648
H 4.0729 -1.5038 3.3488
H 1.5122 -4.5504 1.8760
H -0.4947 -4.7244 1.1652
H -2.5795 -4.9915 -0.1755
H -3.0029 -3.4108 -2.0305
H -1.7604 -1.3940 -2.0859
H 3.6721 0.5143 4.1713
H 4.1704 2.9490 4.1471
H 3.3380 4.3010 2.2155
H 1.9455 3.2173 0.5119
C 5.5289 0.6011 -2.1577
N 4.2054 0.1403 -1.8231
C 3.1768 0.7885 -1.2851
N 2.1567 -0.0549 -1.1131
C 2.6592 -1.2433 -1.5583
N 3.8799 -1.1387 -1.9962
C 5.6730 2.0778 -2.4408
C 6.9190 2.6509 -2.2006
C 7.1716 3.9691 -2.5367
C 6.1817 4.7471 -3.1068
C 4.9182 4.1995 -3.3074
C 4.6697 2.8650 -2.9868
C 3.8484 5.0343 -3.8223
N 3.9305 6.0165 -4.6645
N 2.6973 6.5071 -4.8332
C 1.8979 5.8234 -4.0760
O 2.5689 4.8498 -3.4005
C 0.4669 5.9709 -3.8964
C -0.3386 6.4225 -4.9380
C -1.7057 6.5005 -4.7494
C -2.2751 6.1245 -3.5438
C -1.4763 5.6856 -2.4937
C -2.1209 5.3129 -1.1817
N -1.4192 4.2587 -0.4929
C -0.6733 3.2812 -1.0026
N -0.2425 2.4776 -0.0315
C -0.7771 3.0499 1.0855
N -1.4812 4.1163 0.8271
C -0.1016 5.6274 -2.6721
H 5.8428 0.0240 -3.0359
H 6.2012 0.3211 -1.3381
H 3.1905 1.8299 -1.0271
H 2.1134 -2.1664 -1.5544
H 7.6995 2.0512 -1.7581
H 8.1449 4.3890 -2.3445
H 6.3610 5.7721 -3.3850
H 3.6886 2.4615 -3.1942
H 0.1171 6.6987 -5.8741
H -2.3376 6.8475 -5.5501
H -3.3443 6.1842 -3.4079
H -3.1589 4.9945 -1.3478
H -2.1481 6.1741 -0.5053
H -0.4577 3.1878 -2.0484
H -0.6267 2.6862 2.0823
H 0.5509 5.3323 -1.8614
O -5.3274 1.9692 0.2960
C -4.7108 2.3937 -0.7712
O -5.0186 3.3909 -1.3762
C -3.5148 1.6201 -1.2557
C -3.0343 1.7105 -2.5641
Cl -3.7307 2.4813 -3.8985
N -1.8329 1.0830 -2.6040
N -1.5017 0.6222 -1.3822
C -2.5185 0.9057 -0.5623
C -2.4627 0.5045 0.8918
O -3.4973 0.5181 1.5356
O -1.3022 0.2043 1.3399
C -0.9539 0.9286 -3.6970
C -1.4258 0.5864 -4.9574
C -0.5298 0.4574 -6.0051
C 0.8229 0.6810 -5.8031
C 1.2889 0.9954 -4.5374
C 0.4082 1.1167 -3.4787
H -4.8360 1.2714 0.8080
H -2.4775 0.4107 -5.1069
H -0.8866 0.1776 -6.9836
H 1.5172 0.5991 -6.6241
H 2.3468 1.1377 -4.3798
H 0.7592 1.3638 -2.4836
C 0.3234 -3.5182 -5.8587
Ge -1.0909 -3.5712 -4.4582
C -2.7481 -2.6902 -5.1334
C -1.5016 -5.4543 -3.9827
C -0.2379 -2.6432 -2.8893
H -0.0485 -3.9435 -6.7842
H 1.1843 -4.1006 -5.5438
H 0.6551 -2.5056 -6.0654
H -3.2857 -3.4119 -5.7420
H -2.5205 -1.8337 -5.7577
H -3.4049 -2.3756 -4.3282
H -1.4823 -6.0812 -4.8699
H -2.4839 -5.5462 -3.5307
H -0.7688 -5.8434 -3.2828
H 0.3055 -1.7554 -3.2275
H 0.4919 -3.3564 -2.5044

8
Properties=species:S:1:pos:R:3 method="wB97M-V/def2-TZVPD" energy_ev=-6592.5500 relative_energy_ev=0.025 largest_force_ev_per_a=0.389 charge=0 spin_multiplicity=1 smiles=c1nc[nH]n1
C 1.2297 -0.0260 0.1693
N 0.4688 -1.1547 0.1501
C -0.7514 -0.6713 0.0938
N -0.7141 0.6731 0.0967
N 0.5612 1.1077 0.1318
H 2.3110 -0.0392 0.1781
H -1.6677 -1.2457 0.0710
H -1.4588 1.3099 -0.1373

15
Properties=species:S:1:pos:R:3 method="wB97M-V/def2-TZVPD" energy_ev=-10770.2786 relative_energy_ev=9.469 largest_force_ev_per_a=5.458 charge=0 spin_multiplicity=1
C -2.8712 -0.0415 -0.0734
C 0.5620 0.1608 -0.2246
C 1.1131 -1.1090 -0.2510
C 1.5306 1.2890 0.1075
H -3.5003 -0.1553 -1.0356
H -3.8423 -0.6546 0.6045
H -2.9876 1.0364 -0.0217
H 0.8373 -2.1223 -0.2862
H 2.7762 -1.5149 0.8765
H 1.6222 1.2863 1.5356
H 1.5301 2.3581 -0.5860
N -1.4794 -0.4545 -0.1210
N -0.7187 0.5205 -0.1229
N 2.5221 -1.0704 0.0185
O 2.9061 0.4713 -0.4201

72
Properties=species:S:1:pos:R:3 method="wB97M-V/def2-TZVPD" energy_ev=-199188.8498 largest_force_ev_per_a=9.998 charge=0 spin_multiplicity=1 smiles="O=C1O[C@@H](CC[C@](F)(Br)C(F)(F)Br)[C@H](N=C=S)O1.COCCNCCOC.COCCNCCOC"
O -4.6294 7.0100 2.9635
C -4.5641 5.6899 2.7754
O -3.5094 4.7093 3.1989
C -3.0917 4.1835 1.8566
C -2.1912 2.8514 2.1750
C -0.6088 3.3835 2.2663
C 0.3649 2.2936 3.0408
F -0.0802 0.9424 2.5726
Br 0.1493 2.3831 5.0274
C 1.9336 2.6378 2.7002
F 2.4581 1.8724 1.5145
F 2.8212 2.2761 3.8654
Br 2.2482 4.6213 2.3751
C -4.5469 4.0424 1.1112
N -4.4264 5.0838 -0.0171
C -3.6766 4.5715 -1.0563
S -2.6417 4.2149 -2.3580
O -5.4856 4.7726 2.0274
H -2.3066 4.9102 1.3523
H -2.2205 2.0792 1.2958
H -2.4712 2.4007 3.2286
H -0.6295 4.3637 2.9455
H -0.2806 3.6214 1.1676
H -4.9342 2.9932 0.7653
C -0.9798 -3.9333 2.1874
O -1.3961 -4.3955 0.9089
C -2.7750 -4.7868 0.8785
C -3.5788 -3.8320 -0.0178
N -3.7072 -2.5081 0.6021
C -4.2515 -1.4896 -0.3006
C -3.3935 -1.1042 -1.5210
O -2.1748 -0.4372 -1.1860
C -1.0859 -1.3103 -0.9065
H 0.1012 -3.7712 2.1555
H -1.4627 -2.9833 2.4305
H -1.1976 -4.6749 2.9615
H -3.2096 -4.8544 1.8853
H -2.8074 -5.7896 0.4383
H -4.5769 -4.2507 -0.1865
H -3.0634 -3.7648 -0.9806
H -2.7922 -2.1997 0.9189
H -4.3999 -0.5854 0.3029
H -5.2445 -1.8043 -0.6422
H -3.9719 -0.3806 -2.1085
H -3.2091 -1.9491 -2.1948
H -1.1344 -2.2383 -1.4827
H -1.0371 -1.5280 0.1617
H -0.1626 -0.7875 -1.1732
C 2.8259 -2.6197 -0.3117
O 2.4514 -1.5120 -1.1205
C 2.8694 -0.2545 -0.5732
C 3.9369 0.3879 -1.4725
N 5.2029 -0.3506 -1.4000
C 6.1815 0.0651 -2.4090
C 5.8260 -0.2064 -3.8835
O 5.7739 -1.5940 -4.2217
C 4.5139 -2.2101 -3.9787
H 2.3696 -3.5193 -0.7339
H 3.9112 -2.7509 -0.3152
H 2.4655 -2.4952 0.7136
H 3.2212 -0.3493 0.4633
H 1.9856 0.3929 -0.5628
H 4.1028 1.4223 -1.1523
H 3.5487 0.3994 -2.4954
H 5.0165 -1.3419 -1.5233
H 7.1097 -0.4748 -2.1839
H 6.4006 1.1315 -2.2808
H 6.6341 0.2142 -4.4946
H 4.9150 0.3127 -4.2036
H 3.6772 -1.5187 -4.1104
H 4.4911 -2.6488 -2.9797
H 4.3996 -3.0290 -4.6951